# 1
Entry from the OMol25 dataset: a structure of composition C47H47BrIrN6O2P in a non-equilibrium geometry (ωB97M-V/def2-TZVPD).

Properties
Energy relative to the best compared isomer or geometry (same formula, charge and spin) = 171.1 kcal per mole
<S²> = 6.074
HOMO level (spin up / spin down) = -0.198 / -0.282 Ha

Geometry as ORCA input:
```
! RIJCOSX wB97M-V def2-TZVPD def2/J DEFGRID3
* xyz 0 5
Ir 1.32346 0.29315 0.42405
Br -3.88945 -1.18709 1.87866
P 0.38732 1.87082 1.77087
O -0.28362 -1.48456 3.07620
O -0.57661 -1.32840 0.80405
N 2.18164 -2.96467 1.16361
N 0.86132 1.37829 -1.33002
N 2.59140 -0.66787 1.81192
N 2.25956 -0.05166 -2.56171
N -1.96716 1.12868 -1.25257
N 2.00704 -1.28096 -0.58358
C 2.54414 -4.75965 -1.50510
C -0.81425 2.66994 -3.58041
C 3.52955 -0.00838 2.52765
C 2.17351 -2.58891 -0.10322
C -1.77738 -3.06536 2.06962
C -1.35162 2.39445 -0.70588
C -2.41328 -0.71012 -2.63438
C -0.72241 -2.88435 -5.24724
C -0.25004 1.55102 3.58092
C 2.36100 3.83805 0.83994
C 0.10339 2.62562 -1.32565
C -2.93791 4.36772 -0.30296
C 2.61566 -2.47231 3.44195
C 3.02751 -2.95171 -3.65208
C 0.31962 0.60192 -3.73923
C 1.14296 0.68938 -2.46077
C -3.53931 5.18320 1.99105
C -0.13081 3.28497 -2.63606
C 1.03042 1.32454 -4.92835
C 0.15118 2.57744 4.67588
C 2.45962 -3.39705 -1.30834
C -1.08755 1.20608 -3.58925
C 2.40233 -2.01829 2.10115
C -1.84407 3.35140 1.58681
C 3.07411 -4.36726 -3.85680
C -1.30962 -4.34803 2.31423
C -4.07720 -3.96279 2.13236
C 2.86258 -5.23094 -2.80329
C 2.75876 -2.50244 -2.36847
C 3.42872 -1.72225 4.23434
C -3.15541 -2.89879 2.02762
C -2.32125 3.50384 -1.14042
C -2.06339 -1.50357 -3.72823
C -2.18498 -5.42771 2.51293
C 2.43022 -1.15513 -1.89191
C -1.13192 2.46812 0.81282
C -3.34153 -1.27382 -1.57732
C 0.25668 -0.83880 -4.16804
C -1.71271 1.16581 3.77677
C -1.82413 0.59135 -2.42376
C -3.54980 -5.24279 2.38451
C -0.80877 -1.65052 -4.38313
C 1.69320 3.31805 2.13671
C -2.74985 4.31089 1.06930
C 4.01445 -0.54176 3.73046
C 2.79788 2.96135 3.13572
C -0.80523 -1.80984 1.97597
H -4.62378 4.99116 2.01358
H -1.61532 0.93056 -4.53203
H 1.21760 2.38979 -4.82774
H 1.05464 4.13449 2.57758
H -2.30947 1.98617 4.20159
H 2.84203 -6.29460 -2.94477
H -3.35576 6.28942 1.81154
H 2.17895 -3.44201 3.74793
H -1.77996 0.33292 4.47552
H -0.04062 3.62518 4.34873
H -0.46762 2.41333 5.55390
H 1.20174 -1.20432 -4.58309
H 3.89003 0.93490 2.08201
H 3.73675 2.76331 2.57916
H 2.01550 0.83750 -5.09002
H -1.10493 3.15576 -4.53309
H -2.76498 -2.25679 -4.05559
H 0.17546 -2.86565 -5.86374
H -1.60250 -3.01079 -5.88995
H 2.40196 -5.43053 -0.67836
H 2.59653 3.03876 0.12594
H -2.10793 0.79854 2.82965
H 0.64089 3.35217 -0.74647
H -5.15124 -3.80253 2.00033
H 0.39038 1.19581 -5.81190
H 3.16783 -2.23300 -4.47971
H 3.33179 -4.78683 -4.83308
H 3.26247 4.33867 1.14919
H 0.32959 4.26776 -2.78168
H 1.74973 4.59097 0.33759
H -1.77409 3.27537 2.66850
H -2.67537 3.60273 -2.18473
H -2.87961 -1.19279 -0.59732
H -1.76442 -6.41356 2.66564
H -3.28024 4.93833 3.03492
H -0.67193 -3.80589 -4.66508
H 2.59142 2.06564 3.71946
H 2.97500 3.79844 3.82643
H -3.48928 -2.34283 -1.76545
H 4.77756 -0.07770 4.33902
H -0.24124 -4.61157 2.36076
H -4.31800 -0.73590 -1.54168
H 0.34259 0.62505 3.80883
H 3.57819 -1.99454 5.26463
H -3.58993 5.15419 -0.74710
H 1.18632 2.43409 4.98996
H -4.19478 -6.11744 2.44028
*
```

***

# 2
Entry from the OMol25 dataset: a structure of composition C39H42BrN3O5OsS2 in a non-equilibrium geometry (ωB97M-V/def2-TZVPD).

Properties
Energy relative to the best compared isomer or geometry (same formula, charge and spin) = 41.5 kcal per mole
HOMO level (spin up / spin down) = -0.493 / -0.494 Ha

Geometry as ORCA input:
```
! RIJCOSX wB97M-V def2-TZVPD def2/J DEFGRID3
* xyz 2 1
Os -0.32580 -1.18445 -1.88125
Br -2.94800 -1.28735 -1.81605
S -0.33350 1.12615 -1.91105
S 1.91730 -1.05695 -2.26415
O -0.67000 -1.25255 0.20645
O -1.00770 -0.07275 -7.20235
O -0.51100 0.13035 -5.11595
O -0.32430 -3.28695 -2.07555
O -0.62190 -5.41035 -2.65835
N 1.65020 2.84455 -1.50795
N 3.62680 0.96575 -2.11335
N -0.78590 -0.52355 -6.11305
C -4.25320 -1.31015 0.73235
C 6.78590 0.72135 -0.77685
C 4.86240 -0.02695 0.45835
C 0.21570 -2.54695 2.66665
C 2.34220 0.60435 -2.03185
C -1.86880 -1.28285 2.25335
C 0.57090 5.46005 2.67645
C -1.06930 -2.84935 -6.98935
C -0.79850 -1.28925 4.55105
C 6.85870 0.62025 1.62005
C -5.63170 -1.29715 2.85805
C -0.84430 -1.96195 -5.94395
C -1.10180 -4.20605 -6.70245
C -0.57510 -1.28145 3.03835
C 5.55250 0.15475 1.64255
C 0.19450 3.65905 1.13665
C 0.22590 -0.01625 2.68625
C -3.03470 -1.29755 0.11365
C 0.67770 4.44585 0.09365
C -6.83940 -1.29075 1.92305
C 5.48290 0.24345 -0.75895
C -0.71570 -3.78315 -4.37215
C 3.03950 3.14755 -1.22735
C -3.10840 -1.29555 2.84365
C 0.13940 4.16685 2.42085
C -1.79060 -1.28325 0.80785
C -0.53690 -4.23225 -2.89445
C 1.32270 1.58715 -1.82235
C -4.32010 -1.30415 2.13245
C 4.72690 0.03055 -2.05375
C 1.11790 5.73765 0.35665
C 0.68230 3.90495 -1.32045
C -0.93160 -4.68555 -5.40845
C -5.69660 -0.04165 3.75055
C 3.93730 2.37805 -2.18655
C -5.70700 -2.54855 3.75555
C 1.06010 6.24445 1.64295
C -0.66420 -2.44185 -4.66065
C 7.47570 0.89835 0.40965
H -0.25120 3.56155 3.22575
H -6.85080 -0.40575 1.29235
H 7.27320 0.92505 -1.71815
H 3.84710 -0.39815 0.47675
H -1.20940 -2.46925 -7.99085
H 4.98570 2.52265 -1.92395
H 1.48100 6.36145 -0.44585
H 3.77860 2.72555 -3.21525
H 8.49510 1.25155 0.38715
H 3.19660 4.22175 -1.32965
H -3.16220 -1.29905 3.91875
H 0.92850 4.70735 -2.02205
H -1.34030 -0.40675 4.87955
H 0.51240 5.86095 3.67685
H 1.12730 0.02015 3.29025
H -0.30890 3.52185 -1.57315
H 5.38610 0.19075 -2.91125
H -4.91260 -0.03145 4.50095
H -5.62010 -3.44995 3.15415
H 1.13160 -2.58925 3.24735
H 1.38920 7.25385 1.83715
H -6.66910 -2.55705 4.25995
H -1.26780 -4.91215 -7.50305
H 7.40090 0.75735 2.54315
H -4.92680 -2.55795 4.50995
H -1.33120 -2.17975 4.87045
H 3.27470 2.85855 -0.19445
H -0.47420 -1.69725 -3.88095
H 4.33440 -0.98655 -2.09665
H -0.96540 -5.74405 -5.20045
H -7.74780 -1.28205 2.51855
H -0.37430 -3.43415 2.88855
H -5.60960 0.85675 3.14405
H 0.47370 -2.56315 1.61165
H -6.65540 -0.02625 4.26055
H -0.15870 2.65855 0.93255
H -6.86550 -2.17895 1.29775
H 5.07600 -0.06545 2.58705
H 0.16750 -1.28845 5.04885
H 0.51240 -0.00385 1.63825
H -5.15200 -1.32395 0.14025
H -0.36840 0.87125 2.89855
*
```

***

# 3
Entry from the OMol25 dataset: a structure of composition C32H29N9O2S2Sn (ωB97M-V/def2-TZVPD).

Properties
Energy relative to the best compared isomer or geometry (same formula, charge and spin) = 0.0 kcal per mole
HOMO level = -0.284 Ha

Geometry as ORCA input:
```
! RIJCOSX wB97M-V def2-TZVPD def2/J DEFGRID3
* xyz 0 1
Sn -0.63328 -0.21107 -0.40721
S 2.77748 0.14386 0.44998
S -0.14637 -2.58840 -0.69028
O 2.74749 -1.20208 -0.04762
O 3.70438 1.08268 -0.10397
N -0.73128 0.47179 -2.32020
N 1.23592 0.68867 0.27819
N 1.71286 2.84782 1.15921
N 1.04168 -1.81721 -3.06392
N 3.47121 -0.16504 6.32142
N -3.63321 -1.30825 0.45968
N 2.11092 -3.39885 -1.94880
N -3.10006 -1.12491 -0.63870
N -0.40157 2.21560 0.27889
C -5.05248 -2.72273 -3.98865
C -4.03362 -1.79547 -4.13536
C -2.89351 -0.82320 1.58035
C 1.21810 4.06249 1.36368
C 0.38768 4.46705 -3.04366
C -1.30698 2.79506 -2.69213
C -0.97194 0.09967 2.64661
C 3.86011 0.98013 4.22981
C -3.79603 -1.68819 -1.75494
C 2.43521 -0.99181 2.89207
C -3.53999 -0.93686 2.80503
C -4.81462 -2.62596 -1.59663
C -1.60961 -0.30250 1.48034
C 2.85023 -3.13968 -3.07831
C 3.71770 1.04975 2.85648
C 1.36320 3.48265 -2.95840
C -0.95023 4.11581 -2.91576
C 1.04192 -2.56609 -1.98150
C -0.33120 1.80651 -2.58437
C 1.00983 2.15958 -2.73325
C -0.07621 4.42918 1.03207
C 0.88637 1.97592 0.58707
C 3.00652 0.06354 2.18965
C 2.48650 -4.27189 -0.85683
C -0.87055 3.43496 0.49019
C 2.17994 -2.16592 -3.74926
C -5.43880 -3.13876 -2.71794
C 3.28716 -0.07049 4.95092
C -3.39451 -1.27745 -3.01731
C -2.89533 -0.52314 3.95877
C -1.60824 -0.00997 3.87808
C 2.57167 -1.05771 4.26407
H 0.66725 5.49860 -3.21483
H -1.09050 0.30394 4.77591
H -3.72424 -1.47703 -5.12208
H -0.44762 5.42875 1.19684
H 0.03752 0.49308 2.61205
H 2.13382 -1.88257 4.81377
H 3.70705 0.68812 6.79954
H 4.42493 1.74146 4.75465
H -1.90630 3.60914 0.22429
H 1.77385 1.39587 -2.64217
H -6.22640 -3.87228 -2.60465
H 2.67527 -3.67972 0.03706
H 4.14786 1.86279 2.28909
H -5.09718 -2.94667 -0.60455
H 2.40958 3.74349 -3.05583
H -2.58737 -0.56113 -3.10391
H 3.76302 -3.66827 -3.28949
H -4.53888 -1.35296 2.82892
H 1.88667 -1.75719 2.35544
H 3.39289 -4.80267 -1.13770
H 1.69878 -4.99643 -0.65563
H 2.43965 -1.70053 -4.68511
H -3.39110 -0.60700 4.91685
H 2.81055 -0.73470 6.82247
H -2.34753 2.50765 -2.59383
H -1.71964 4.87427 -2.99698
H -0.11684 -0.20172 -2.80866
H 1.89397 4.77636 1.82323
H -5.54355 -3.13175 -4.86221
*
```

***

# 4
Entry from the OMol25 dataset: a cluster of 2 separate species, C6H8NO2P in total in a non-equilibrium geometry (ωB97M-V/def2-TZVPD).

Properties
Energy relative to the best compared isomer or geometry (same formula, charge and spin) = 128.3 kcal per mole
HOMO level (spin up / spin down) = -0.306 / -0.277 Ha

Geometry as ORCA input:
```
! RIJCOSX wB97M-V def2-TZVPD def2/J DEFGRID3
* xyz 0 1
P 1.09210 -0.77407 -1.04929
O 5.87256 0.70239 -0.66427
O 3.40640 -0.21800 0.43202
N 5.54886 0.20266 0.32536
C 0.37101 1.65116 -0.17317
C -0.17481 0.57131 -0.75756
C 2.31004 0.27635 0.06249
C -1.64120 0.39001 -1.09699
C 0.62979 -2.09762 0.27905
C 1.69544 1.49318 0.21436
H 0.08013 -2.98894 -0.16199
H -2.36319 1.11882 -0.52237
H -0.22174 2.59359 0.06928
H 1.62149 -2.48248 0.75456
H 2.39163 2.40113 0.25004
H -2.01785 -0.61726 -0.96782
H -0.13513 -1.77363 1.00544
H -1.81572 0.69885 -2.18477
*
```

***

What are the E_tot values for these records? In order: -5317.64174, -5512.19663, -2890.82083, -779.83380 Eh.